[1]
12
Properties=species:S:1:pos:R:3:nbo_charge:R:1 method="wB97M-V/def2-TZVPD" e_above_lowest_kcal_mol=22.5 orbital_gap_ev=6.988 total_charge=-1
O -1.58 -2.46 -0.29 -1.3256
H -1.28 -2.83 0.55 0.3934
C 0.22 1.61 0.39 -0.6244
C 0.71 0.17 -0.03 -0.2038
N 0.16 -0.56 -1.15 -0.9187
H -0.90 1.64 0.50 0.1976
H 0.62 1.75 1.38 0.1864
H 0.66 2.49 -0.14 0.1837
H 1.76 0.43 -0.28 0.1479
H 0.62 -0.41 0.93 0.1581
H -0.13 -1.44 -0.64 0.4420
H -0.86 -0.39 -1.22 0.3634



[2]
11
Properties=species:S:1:pos:R:3:nbo_charge:R:1 method="wB97M-V/def2-TZVPD" e_above_lowest_kcal_mol=27.3 orbital_gap_ev=5.992 total_charge=-1
I 3.45 -5.58 0.67 -0.9997
C -0.64 -0.28 0.32 -0.1393
C -0.09 0.28 -0.94 0.4390
O 0.23 1.62 -0.61 -0.4881
C -0.25 1.91 0.63 0.9751
O -0.35 3.01 1.23 -0.5843
O -0.58 0.75 1.19 -0.4735
F -1.01 0.18 -1.89 -0.3338
H 0.16 -0.99 0.52 0.2208
H -1.67 -0.60 0.21 0.2150
H 0.74 -0.30 -1.33 0.1688



[3]
41
Properties=species:S:1:pos:R:3:nbo_charge:R:1 method="wB97M-V/def2-TZVPD" orbital_gap_ev=8.666 total_charge=+1
Cl 1.18 0.58 -6.29 0.0058
C 0.55 1.52 -4.88 -0.1903
N -0.62 0.85 -4.22 -0.2273
C -1.80 0.71 -5.16 -0.2476
C -2.96 0.08 -4.40 -0.2724
N -2.60 -0.17 -2.98 -0.3275
F -3.99 -1.00 -1.96 -0.3392
C -2.24 1.10 -2.35 -0.2627
C -1.04 1.73 -3.07 -0.2482
C -1.47 -1.09 -2.94 -0.2650
C -0.25 -0.50 -3.65 -0.2493
H 1.35 1.60 -4.14 0.2434
H 0.22 2.50 -5.25 0.2446
H -2.04 1.73 -5.51 0.2321
H -1.46 0.09 -6.01 0.2504
H -3.86 0.71 -4.38 0.2362
H -3.26 -0.88 -4.82 0.2291
H -3.13 1.74 -2.38 0.2323
H -2.02 0.88 -1.30 0.2269
H -0.17 1.82 -2.39 0.2343
H -1.31 2.73 -3.50 0.2359
H -1.28 -1.29 -1.88 0.2289
H -1.80 -2.02 -3.41 0.2291
H 0.09 -1.13 -4.50 0.2513
H 0.59 -0.32 -2.94 0.2305
C -5.17 -1.56 -1.57 0.2463
N -6.16 -1.21 -2.63 0.4734
O -6.47 -0.01 -2.71 -0.3359
O -6.50 -2.12 -3.46 -0.3562
C -5.19 -2.99 -1.16 -0.0770
C -5.10 -3.98 -2.15 -0.1778
C -5.03 -5.37 -1.80 -0.2059
C -5.13 -5.74 -0.46 -0.1921
C -5.32 -4.80 0.52 -0.2031
C -5.40 -3.42 0.19 -0.1933
H -5.23 -0.85 -0.73 0.2130
H -5.07 -3.74 -3.19 0.2267
H -4.87 -6.08 -2.59 0.2230
H -4.99 -6.82 -0.19 0.2295
H -5.38 -5.11 1.57 0.2295
H -5.59 -2.70 0.95 0.2187



[4]
85
Properties=species:S:1:pos:R:3:lowdin_charge:R:1 method="wB97M-V/def2-TZVPD" orbital_gap_ev=9.567 total_charge=-1
P 21.73 -28.92 3.63 0.2175
F 22.29 -29.57 5.03 -0.1635
F 21.28 -30.35 3.02 -0.1668
F 20.20 -28.85 4.20 -0.1691
F 21.07 -28.22 2.29 -0.1757
F 22.12 -27.49 4.23 -0.1346
F 23.18 -29.20 2.98 -0.1324
C 26.01 -26.48 2.89 -0.0759
C 25.33 -25.71 4.04 -0.3025
O 24.72 -26.62 4.95 -0.0839
H 26.66 -27.28 3.23 0.0647
H 26.63 -25.79 2.30 0.0686
H 25.16 -26.80 2.29 0.0605
H 24.59 -25.04 3.61 0.0915
H 26.06 -25.12 4.59 0.1065
H 24.21 -27.21 4.38 0.0279
C 25.15 -31.59 4.03 -0.0837
C 26.11 -30.42 3.83 -0.3194
O 26.15 -29.41 4.83 -0.0859
H 25.19 -32.19 3.10 0.0722
H 24.11 -31.41 4.28 0.0471
H 25.50 -32.36 4.72 0.0654
H 25.93 -29.97 2.84 0.0960
H 27.15 -30.75 3.78 0.1050
H 25.27 -29.01 4.84 0.0495
C 22.72 -32.00 8.04 -0.0667
C 21.20 -31.68 8.01 -0.4039
C 20.49 -32.24 9.26 -0.2253
O 20.17 -33.61 9.30 -0.1742
C 21.28 -34.47 9.48 -0.1073
N 21.02 -30.24 7.96 0.0378
H 22.93 -33.01 7.69 0.0556
H 23.15 -31.93 9.04 0.0767
H 23.22 -31.33 7.33 0.0669
H 20.81 -32.10 7.07 0.1459
H 19.55 -31.69 9.30 0.1138
H 20.98 -31.89 10.18 0.1227
H 20.93 -35.50 9.54 0.0836
H 21.71 -34.28 10.47 0.0902
H 22.00 -34.37 8.67 0.0633
H 21.63 -29.82 8.64 0.0790
H 21.25 -29.89 7.03 0.0401
C 20.42 -22.86 2.16 -0.0597
C 20.41 -23.81 3.36 -0.4294
C 19.44 -24.96 3.17 -0.2200
O 18.10 -24.49 3.30 -0.1829
C 17.21 -25.59 3.21 -0.1096
N 21.79 -24.23 3.69 0.0545
H 20.94 -23.34 1.33 0.0700
H 20.87 -21.92 2.48 0.0729
H 19.39 -22.60 1.93 0.0735
H 20.02 -23.21 4.18 0.1311
H 19.60 -25.79 3.88 0.1031
H 19.57 -25.47 2.21 0.1276
H 16.20 -25.18 3.17 0.0837
H 17.36 -26.34 3.99 0.0792
H 17.43 -26.13 2.28 0.0856
H 21.63 -25.20 3.99 0.0349
H 22.24 -24.43 2.79 0.0263
C 16.98 -25.41 8.88 -0.0738
C 17.41 -26.89 8.97 -0.4208
C 18.28 -27.24 7.74 -0.2195
O 19.42 -26.41 7.82 -0.1958
C 20.33 -26.72 6.77 -0.0872
N 18.14 -27.17 10.23 0.0320
H 16.26 -25.21 9.67 0.0680
H 16.57 -25.17 7.90 0.0719
H 17.85 -24.75 8.98 0.0727
H 16.45 -27.40 9.00 0.1270
H 17.72 -26.89 6.86 0.1118
H 18.44 -28.31 7.61 0.1210
H 19.78 -26.95 5.85 0.0599
H 20.84 -27.65 7.02 0.0714
H 21.05 -25.92 6.62 0.0948
H 18.35 -28.16 10.18 0.0636
H 19.05 -26.74 10.07 0.0650
O 19.11 -30.07 0.86 -0.0698
H 18.51 -30.45 1.50 0.0303
H 19.56 -29.36 1.34 -0.0025
O 22.49 -25.80 1.33 -0.0576
H 22.54 -26.65 1.79 0.0138
H 22.49 -26.03 0.40 0.0552
O 21.65 -33.07 3.56 -0.0744
H 21.29 -33.48 2.77 0.0257
H 21.46 -32.12 3.45 -0.0011



[5]
12
Properties=species:S:1:pos:R:3:nbo_charge:R:1 method="wB97M-V/def2-TZVPD" e_above_lowest_kcal_mol=83.4 orbital_gap_ev=10.552 total_charge=0
C -0.68 -1.98 -2.44 -0.2307
C 0.12 -1.31 -1.85 0.0009
C 1.11 -0.49 -1.13 -0.5364
C 0.59 0.07 0.13 -0.0269
C 0.18 0.53 1.17 0.0216
C -0.32 1.09 2.42 -0.6825
H -1.39 -2.58 -2.97 0.2362
H 2.00 -1.10 -0.92 0.2559
H 1.44 0.33 -1.78 0.2558
H -0.92 1.99 2.24 0.2351
H -0.94 0.36 2.95 0.2362
H 0.51 1.36 3.09 0.2348



[6]
21
Properties=species:S:1:pos:R:3:nbo_charge:R:1 method="wB97M-V/def2-TZVPD" e_above_lowest_kcal_mol=46.8 orbital_gap_ev=9.780 total_charge=0
C -2.81 -1.97 1.22 -0.4415
C -2.41 -2.87 0.29 -0.1472
C -1.49 -2.50 -0.89 -0.4508
C -1.32 -1.04 -1.13 -0.6201
H -3.61 -2.37 1.81 0.2075
H -2.25 -1.06 1.36 0.2099
H -2.70 -3.89 0.17 0.1941
H -1.97 -3.05 -1.72 0.2024
H -0.49 -2.94 -0.79 0.2135
H -2.25 -0.54 -1.47 0.2029
H -0.51 -0.60 -1.72 0.2294
H -1.09 -0.62 -0.13 0.1987
O 1.76 1.23 3.66 -0.9317
H 1.63 2.19 3.70 0.4638
H 2.53 1.17 3.08 0.4678
O 4.81 4.44 1.06 -0.9709
H 5.42 4.89 0.46 0.4872
H 3.87 4.61 0.97 0.4838
O 1.09 1.49 -2.97 -0.9363
H 0.21 1.79 -3.16 0.4677
H 1.57 1.63 -3.81 0.4695



[7]
12
Properties=species:S:1:pos:R:3:nbo_charge:R:1 method="wB97M-V/def2-TZVPD" spin_multiplicity=3 e_above_lowest_kcal_mol=49.6 orbital_gap_ev="7.165 / 6.813" total_charge=0
C 0.52 0.45 0.09 -0.1950
C -1.89 -0.80 -0.14 -0.7467
C 1.60 1.47 0.32 -0.6596
N 0.75 -1.01 0.36 -0.4561
O -0.24 -2.65 -1.28 -0.9251
S -1.06 0.89 -0.32 0.4162
S -0.47 -2.12 0.03 1.4131
H -2.26 -0.73 0.87 0.2207
H -2.69 -0.80 -0.88 0.2548
H 1.97 1.67 -0.63 0.2201
H 2.44 1.18 0.82 0.2357
H 1.32 2.45 0.77 0.2219



[8]
22
Properties=species:S:1:pos:R:3:nbo_charge:R:1 method="wB97M-V/def2-TZVPD" spin_multiplicity=2 e_above_lowest_kcal_mol=212.1 orbital_gap_ev="6.755 / 5.803" total_charge=+1
C -0.88 -0.28 -0.02 -0.2725
C -2.09 -0.22 0.91 -0.6431
O -1.08 2.50 0.46 -0.3418
N 0.21 -0.94 0.67 -0.4165
C 1.41 -0.11 0.76 -0.1572
N 1.09 1.19 1.32 -0.3824
H -1.17 -0.79 -0.97 0.2588
H -0.49 0.67 -0.34 0.2043
H -2.76 0.69 0.71 0.2384
H -1.85 -0.23 1.97 0.2186
H -2.79 -1.04 0.87 0.2437
H 0.58 -1.75 -0.01 0.4050
H 2.06 -0.60 1.45 0.2304
H 1.97 0.02 -0.23 0.3038
H 0.18 1.79 0.91 0.4161
H 1.19 1.24 2.32 0.3974
H -0.94 3.39 0.31 0.4500
H 0.78 0.31 -3.29 0.4825
O 0.57 0.09 -2.40 -1.0071
H 1.49 -2.94 -1.81 0.4672
H 1.03 -0.91 -2.12 0.4784
O 1.49 -2.10 -1.46 -0.5740